Density functional theory data (the ωB97M-V functional and the def2-TZVPD basis) for 12 unconnected molecules or ions with the total composition C48H60F36O24.

Properties
- E_HOMO (alpha / beta): -0.4616 / -0.4616 hartree
- Relative energy (zero: lowest compared OMol25 entry of this formula, charge and spin): 5.8 kcal per mole
- Total charge: +1
- Kohn-Sham gap (alpha / beta): 0.3055 / 0.0871 hartree
- LUMO level (alpha / beta): -4.25 / -10.19 eV
- Spin multiplicity: 2

Cartesian coordinates (Å):
C1 -0.710 -4.383 2.664
C2 -1.891 -5.312 2.642
O1 -1.717 -6.150 3.779
C3 -2.705 -7.037 4.155
O2 -3.808 -7.085 3.556
C4 -2.283 -8.043 5.228
F1 -0.994 -8.011 5.545
F2 -2.952 -7.863 6.343
F3 -2.488 -9.295 4.818
H1 -0.920 -3.455 2.131
H2 0.212 -4.678 2.164
H3 -0.501 -4.057 3.683
H4 -1.868 -5.973 1.776
H5 -2.839 -4.814 2.849
C5 4.746 1.632 0.329
C6 4.764 3.028 -0.317
O3 4.138 2.995 -1.556
C7 3.876 4.101 -2.311
O4 4.255 5.248 -1.956
C8 3.070 3.725 -3.589
F4 2.316 4.794 -3.966
F5 3.921 3.458 -4.605
F6 2.376 2.627 -3.377
H6 4.921 0.957 -0.508
H7 3.759 1.309 0.658
H8 5.433 1.435 1.152
H9 5.827 3.249 -0.416
H10 4.333 3.811 0.307
C9 -3.251 0.668 3.342
C10 -4.319 -0.067 4.187
O5 -3.865 -0.069 5.584
C11 -4.243 0.944 6.381
O6 -4.848 1.916 6.010
C12 -3.728 1.004 7.833
F7 -4.711 0.863 8.699
F8 -2.819 0.055 8.103
F9 -3.199 2.163 8.031
H11 -2.334 0.081 3.373
H12 -3.136 1.700 3.674
H13 -3.561 0.686 2.297
H14 -4.375 -1.103 3.853
H15 -5.292 0.406 4.056
C13 6.896 -3.912 -3.897
C14 5.406 -3.647 -3.895
O7 5.112 -2.267 -3.925
C15 4.997 -1.539 -2.859
O8 5.100 -1.937 -1.723
C16 4.414 -0.127 -3.116
F10 3.965 0.134 -4.354
F11 3.383 0.138 -2.315
F12 5.405 0.715 -2.848
H16 7.376 -3.439 -4.753
H17 7.137 -4.973 -3.955
H18 7.309 -3.538 -2.960
H19 4.975 -4.025 -2.968
H20 4.844 -4.078 -4.724
C17 4.216 -0.939 2.884
C18 3.056 -0.019 3.284
O9 2.439 -0.358 4.526
C19 1.250 -1.136 4.529
O10 0.775 -1.719 3.542
C20 0.555 -1.309 5.906
F13 0.355 -2.566 6.115
F14 1.273 -0.901 6.900
F15 -0.583 -0.649 5.928
H21 3.921 -1.972 2.697
H22 5.054 -0.913 3.581
H23 4.641 -0.568 1.951
H24 2.336 0.167 2.487
H25 3.413 0.992 3.483
C21 -7.433 -4.611 1.523
C22 -6.719 -3.272 1.227
O11 -5.356 -3.390 0.758
C23 -5.089 -3.167 -0.596
O12 -5.984 -2.986 -1.416
C24 -3.574 -3.129 -0.948
F16 -3.193 -1.924 -1.475
F17 -2.787 -3.387 0.115
F18 -3.251 -3.977 -1.885
H26 -8.244 -4.402 2.219
H27 -6.856 -5.390 2.023
H28 -7.861 -5.071 0.631
H29 -6.598 -2.723 2.161
H30 -7.350 -2.615 0.629
C25 -4.794 -1.151 -7.783
C26 -3.491 -1.075 -7.103
O13 -3.586 -0.235 -5.961
C27 -2.404 -0.031 -5.237
O14 -1.372 -0.742 -5.385
C28 -2.470 1.039 -4.198
F19 -1.673 2.080 -4.561
F20 -3.694 1.515 -4.035
F21 -1.939 0.564 -3.072
H31 -5.502 -1.675 -7.141
H32 -4.598 -1.694 -8.707
H33 -5.165 -0.153 -8.017
H34 -2.769 -0.616 -7.779
H35 -3.082 -2.067 -6.911
C29 -6.002 10.154 -0.898
C30 -4.690 10.164 -0.037
O15 -4.236 8.872 0.303
C31 -3.261 8.228 -0.510
O16 -2.677 8.655 -1.527
C32 -2.926 6.867 0.082
F22 -1.957 7.042 0.973
F23 -3.899 6.228 0.673
F24 -2.378 6.025 -0.858
H36 -5.857 9.748 -1.899
H37 -6.390 11.132 -1.182
H38 -6.839 9.674 -0.392
H39 -4.989 10.623 0.906
H40 -3.919 10.810 -0.455
C33 -2.755 -5.497 -5.827
C34 -1.862 -4.340 -5.352
O17 -1.023 -4.956 -4.378
C35 -0.350 -4.285 -3.493
O18 -0.359 -3.055 -3.338
C36 0.328 -5.226 -2.482
F25 1.689 -5.043 -2.524
F26 -0.088 -4.867 -1.266
F27 0.097 -6.553 -2.736
H41 -2.186 -6.255 -6.365
H42 -3.484 -5.128 -6.549
H43 -3.342 -5.912 -5.008
H44 -2.376 -3.532 -4.832
H45 -1.371 -3.959 -6.248
C37 2.684 -3.952 0.904
C38 3.891 -4.560 0.251
O19 5.002 -3.771 0.748
C39 6.231 -4.214 0.425
O20 6.544 -5.226 -0.247
C40 7.373 -3.419 0.984
F28 8.060 -4.231 1.774
F29 8.181 -2.937 0.038
F30 6.917 -2.371 1.771
H46 2.620 -2.915 0.575
H47 2.708 -4.075 1.987
H48 1.764 -4.463 0.621
H49 3.783 -4.587 -0.834
H50 4.017 -5.589 0.586
C41 0.173 -1.318 -0.585
C42 -0.423 -0.492 0.505
O21 -0.818 0.752 0.033
C43 0.059 1.851 -0.010
O22 1.209 1.905 0.435
C44 -0.537 3.147 -0.585
F31 -1.892 3.098 -0.737
F32 -0.162 4.173 0.139
F33 0.030 3.307 -1.737
H51 -0.547 -1.327 -1.403
H52 0.493 -2.301 -0.240
H53 1.092 -0.859 -0.949
H54 0.319 -0.291 1.277
H55 -1.267 -1.054 0.905
C45 4.473 10.642 1.121
C46 4.521 9.641 2.299
O23 3.942 8.312 2.027
C47 2.619 8.108 2.072
O24 1.849 9.028 2.282
C48 2.163 6.719 1.454
F34 2.362 6.724 0.133
F35 2.996 5.745 1.822
F36 0.934 6.327 1.774
H56 3.436 10.951 0.988
H57 4.752 10.137 0.196
H58 5.126 11.448 1.456
H59 4.101 10.117 3.186
H60 5.552 9.422 2.578

Cartesian forces (eV/Å) of the 3 atoms listed first:
C 0.2251 1.3433 -0.2163
C -0.0308 -0.3685 0.3767
O -0.4598 -2.6363 2.3177

These are the Löwdin partial charges, in e, on atoms 1 to 5: C -0.055; C -0.201; O -0.011; C -0.268; O 0.113